1.
{
  "formula": "C24H29N3O5S",
  "method": "wB97M-V/def2-TZVPD",
  "species": ["C", "H", "O", "C", "C", "C", "C", "C", "C", "H", "C", "N", "C", "O", "C", "N", "S", "O", "O", "C", "C", "O", "N", "C", "C", "H", "H", "H", "C", "H", "H", "H", "C", "C", "C", "C", "C", "C", "H", "H", "C", "C", "H", "H", "H", "C", "H", "H", "H", "H", "H", "H", "H", "H", "H", "H", "H", "H", "H", "H", "H", "H"],
  "xyz": [[-3.298, -0.363, -3.209], [-2.204, -0.371, -3.240], [-3.776, 0.065, -1.956], [-3.451, -0.661, -0.852], [-3.974, -0.197, 0.356], [-3.685, -0.853, 1.533], [-2.879, -1.981, 1.530], [-2.378, -2.464, 0.334], [-2.660, -1.802, -0.856], [-2.258, -2.193, -1.778], [-1.471, -3.670, 0.306], [-0.110, -3.268, 0.009], [0.789, -3.011, 0.976], [0.664, -3.329, 2.137], [2.046, -2.308, 0.452], [1.716, -1.334, -0.565], [3.062, -0.832, -1.443], [3.838, -2.007, -1.705], [2.633, -0.044, -2.555], [3.943, 0.198, -0.310], [4.977, -0.163, 0.517], [5.346, 0.909, 1.226], [4.576, 1.973, 0.881], [3.731, 1.580, -0.031], [2.734, 2.484, -0.647], [1.801, 2.448, -0.085], [3.108, 3.504, -0.630], [2.534, 2.163, -1.666], [5.688, -1.445, 0.709], [5.435, -2.116, -0.107], [6.761, -1.269, 0.733], [5.403, -1.899, 1.658], [0.772, -0.326, -0.254], [0.475, 0.050, 1.049], [-0.443, 1.058, 1.291], [-1.082, 1.716, 0.251], [-0.796, 1.310, -1.049], [0.106, 0.297, -1.305], [0.332, 0.001, -2.316], [-1.296, 1.795, -1.875], [-2.020, 2.879, 0.460], [-2.664, 2.913, 1.843], [-1.933, 3.168, 2.607], [-3.104, 1.949, 2.084], [-3.447, 3.668, 1.865], [-1.251, 4.182, 0.206], [-0.824, 4.191, -0.794], [-0.442, 4.287, 0.925], [-1.915, 5.038, 0.307], [-2.815, 2.798, -0.290], [-0.645, 1.330, 2.314], [0.948, -0.436, 1.887], [2.699, -3.042, -0.025], [2.582, -1.875, 1.307], [0.062, -2.865, -0.900], [-1.797, -4.386, -0.454], [-1.452, -4.158, 1.282], [-2.644, -2.486, 2.454], [-4.092, -0.487, 2.464], [-4.602, 0.679, 0.338], [-3.674, 0.362, -3.930], [-3.679, -1.356, -3.467]],
  "atomic_forces_ev_per_a": [[0.0, -0.1, -0.2], [0.0, 0.0, 0.0], [-0.1, 0.1, 0.3], [0.0, -0.1, 0.2], [0.0, 0.0, -0.2], [-0.1, 0.1, -0.1], [0.1, -0.2, 0.0], [-0.1, 0.0, 0.2], [-0.1, 0.1, -0.2], [0.0, 0.0, -0.2], [0.0, 0.0, 0.1], [-0.1, -0.2, -0.4], [0.3, 0.1, -0.3], [0.0, 0.0, 0.4], [0.2, -0.3, 0.5], [0.8, -0.1, -0.8], [0.4, 0.0, 0.1], [-0.1, 0.0, 0.2], [-0.1, 0.1, 0.3], [0.1, -0.5, -0.1], [-0.4, -0.1, -0.4], [0.3, -1.1, -0.1], [-0.7, 1.1, -0.3], [0.3, -0.2, 0.2], [0.0, 0.2, 0.0], [-0.1, 0.0, 0.0], [0.0, 0.1, 0.0], [0.0, 0.1, 0.0], [0.1, 0.1, 0.1], [0.1, 0.0, 0.1], [0.1, 0.0, 0.0], [0.0, 0.0, 0.0], [-0.5, 0.7, 0.1], [0.3, -0.2, -0.1], [-0.1, 0.1, -0.1], [0.0, 0.0, 0.0], [0.1, -0.1, 0.0], [-0.1, 0.1, 0.0], [-0.1, 0.0, -0.1], [-0.1, 0.1, -0.1], [0.1, 0.1, 0.2], [0.0, 0.0, -0.3], [0.1, 0.0, 0.1], [-0.1, -0.1, 0.1], [-0.1, 0.1, 0.1], [-0.2, -0.1, -0.1], [0.1, 0.1, -0.1], [0.1, 0.0, 0.1], [0.0, 0.1, 0.0], [0.0, 0.0, 0.0], [-0.1, 0.0, 0.1], [0.1, -0.1, 0.1], [-0.1, 0.0, 0.2], [-0.1, -0.1, 0.0], [0.1, 0.0, 0.1], [0.0, 0.0, 0.1], [-0.1, 0.0, -0.2], [0.0, -0.1, 0.1], [0.0, 0.1, 0.1], [-0.1, 0.1, 0.0], [0.1, -0.1, 0.0], [0.0, 0.0, 0.0]],
  "gap_ev": 9.17,
  "smiles": "COc1cccc(CNC(=O)CN(c2ccc(C(C)C)cc2)S(=O)(=O)c2c(C)noc2C)c1",
  "e_homo_ev": -8.65,
  "largest_force_ev_per_a": 1.39,
  "de_lowest_kcal_mol": 62.5
}

---

2.
{
  "formula": "C45H38BBr9N7O14",
  "method": "wB97M-V/def2-TZVPD",
  "species": ["O", "C", "O", "B", "O", "C", "O", "O", "C", "O", "C", "O", "O", "C", "Br", "Br", "Br", "H", "C", "Br", "Br", "Br", "H", "C", "Br", "Br", "Br", "H", "C", "C", "C", "C", "C", "C", "N", "O", "O", "H", "H", "H", "H", "H", "C", "C", "C", "C", "C", "C", "N", "O", "O", "H", "H", "H", "H", "H", "C", "C", "C", "C", "C", "C", "N", "O", "O", "H", "H", "H", "H", "H", "N", "C", "C", "C", "C", "C", "H", "H", "H", "H", "H", "N", "C", "C", "C", "C", "C", "H", "H", "H", "H", "H", "N", "C", "C", "C", "C", "C", "H", "H", "H", "H", "H", "N", "C", "C", "C", "C", "C", "H", "H", "H", "H", "H"],
  "xyz": [[1.804, 1.490, -0.738], [0.947, 0.882, -0.181], [-0.121, 0.375, -0.786], [-1.001, -0.213, 0.227], [-0.291, -0.044, 1.506], [0.847, 0.575, 1.325], [1.652, 0.901, 2.149], [-1.287, -1.655, 0.043], [-2.580, -1.868, 0.150], [-3.121, -2.927, 0.078], [-3.287, -0.490, 0.280], [-2.328, 0.418, 0.215], [-4.453, -0.260, 0.272], [-3.649, 3.555, 0.167], [-2.879, 4.504, -1.384], [-5.546, 3.949, 0.271], [-2.775, 4.096, 1.849], [-3.390, 2.517, 0.007], [3.541, -1.325, 3.535], [5.071, -0.202, 3.120], [3.942, -2.538, 5.011], [3.037, -2.362, 2.002], [2.697, -0.702, 3.801], [5.035, 0.931, -2.571], [6.619, 2.066, -2.494], [5.065, -0.388, -1.153], [4.784, 0.238, -4.381], [4.137, 1.513, -2.407], [2.710, -2.502, -2.509], [1.893, -2.538, -1.376], [1.716, -3.690, -0.642], [2.448, -4.820, -0.985], [3.285, -4.813, -2.085], [3.451, -3.643, -2.816], [2.188, -6.086, -0.282], [2.971, -6.996, -0.496], [1.223, -6.155, 0.443], [2.823, -1.557, -3.020], [1.306, -1.645, -1.202], [0.983, -3.766, 0.150], [3.871, -5.690, -2.313], [4.111, -3.630, -3.673], [4.042, 3.350, 2.125], [4.167, 3.380, 0.725], [5.316, 3.901, 0.167], [6.348, 4.333, 0.986], [6.299, 4.158, 2.359], [5.108, 3.706, 2.926], [7.481, 5.028, 0.397], [8.256, 5.615, 1.132], [7.598, 5.009, -0.819], [3.078, 3.029, 2.498], [3.364, 3.033, 0.091], [5.332, 3.965, -0.912], [7.136, 4.482, 2.959], [5.066, 3.601, 4.002], [-5.912, -1.694, 3.281], [-6.562, -1.384, 4.477], [-7.723, -2.051, 4.827], [-8.161, -3.054, 3.969], [-7.576, -3.380, 2.761], [-6.405, -2.699, 2.469], [-9.469, -3.685, 4.265], [-9.791, -4.699, 3.680], [-10.180, -3.134, 5.092], [-4.995, -1.222, 2.960], [-6.172, -0.611, 5.126], [-8.370, -1.814, 5.656], [-8.008, -4.128, 2.115], [-5.932, -2.932, 1.521], [1.192, 0.282, -4.714], [0.257, 0.224, -3.744], [-0.393, -0.949, -3.449], [-0.115, -2.101, -4.170], [0.857, -2.060, -5.151], [1.446, -0.822, -5.425], [0.119, 1.165, -3.232], [-1.048, -1.011, -2.587], [-0.696, -2.993, -3.979], [1.090, -2.960, -5.703], [2.116, -0.681, -6.262], [-5.634, 2.080, -4.582], [-5.865, 1.314, -3.511], [-4.913, 1.030, -2.543], [-3.610, 1.520, -2.736], [-3.339, 2.193, -3.918], [-4.381, 2.473, -4.789], [-6.868, 0.926, -3.387], [-5.043, 0.499, -1.609], [-2.872, 1.336, -1.967], [-2.296, 2.461, -4.038], [-4.192, 3.052, -5.685], [3.196, 4.594, -2.604], [1.981, 4.213, -2.233], [1.180, 4.933, -1.346], [1.589, 6.204, -0.957], [2.808, 6.663, -1.451], [3.594, 5.804, -2.198], [1.583, 3.230, -2.459], [0.178, 4.575, -1.145], [1.023, 6.806, -0.259], [3.144, 7.660, -1.198], [4.579, 6.110, -2.529], [-0.172, -2.870, 5.324], [-0.032, -4.167, 5.589], [-0.036, -5.135, 4.602], [-0.177, -4.739, 3.280], [-0.231, -3.391, 3.006], [-0.269, -2.464, 4.058], [0.033, -4.454, 6.632], [0.094, -6.189, 4.814], [-0.133, -5.502, 2.514], [-0.319, -3.055, 1.980], [-0.213, -1.410, 3.819]],
  "atomic_forces_ev_per_a": [[0.6, 0.3, -0.1], [-0.2, -0.1, -0.3], [-0.3, -0.2, 0.4], [-0.1, -0.5, 0.1], [-0.3, -0.1, 0.5], [0.2, 0.5, -0.2], [0.0, -0.1, 0.2], [0.6, 0.4, -0.1], [-0.5, -0.2, -0.1], [-0.3, -0.3, 0.1], [0.8, -0.3, -0.6], [0.2, 0.6, 0.3], [-0.6, -0.1, 0.5], [0.4, 1.1, 0.0], [-0.1, -0.1, 0.8], [0.5, -0.5, -0.1], [-0.2, -0.3, -0.7], [-0.5, -0.1, 0.1], [0.5, -0.4, 0.1], [-0.4, -0.1, 0.1], [-0.1, 0.4, -0.2], [0.0, 0.1, -0.2], [0.1, 0.1, 0.1], [0.1, 0.1, -0.1], [-0.5, -0.4, -0.1], [0.1, 0.2, -0.4], [0.2, -0.1, 0.5], [0.2, 0.3, 0.1], [0.5, -0.6, 1.2], [-0.3, 0.5, -0.9], [-0.2, -0.4, 0.2], [-0.5, 0.4, -0.5], [0.7, 0.0, 0.2], [-0.4, 0.4, -0.4], [0.7, 0.0, -0.4], [-0.2, 0.0, 0.2], [-0.2, 0.0, 0.2], [0.0, -0.2, -0.3], [0.0, -0.2, 0.4], [0.1, 0.1, 0.1], [-0.1, -0.1, -0.1], [0.1, -0.1, 0.0], [-0.4, -0.2, -1.0], [0.2, 0.2, 1.0], [-0.3, 0.0, -0.5], [-0.4, -0.3, 0.2], [-0.4, 0.5, 0.0], [0.6, -0.2, 0.2], [0.6, 0.2, -0.6], [-0.2, -0.2, 0.1], [-0.2, -0.1, 0.3], [0.2, -0.1, 0.4], [0.0, 0.0, 0.0], [0.4, 0.2, 0.1], [0.0, -0.1, 0.1], [-0.2, 0.1, 0.0], [0.0, -0.5, 0.3], [0.2, 0.2, 0.0], [-0.1, -0.4, -0.7], [-0.9, 0.0, -0.3], [0.5, 0.3, 0.9], [-0.2, -0.2, -1.0], [-0.4, 0.2, 0.5], [0.3, 0.0, -0.2], [0.2, -0.1, -0.1], [-0.1, 0.3, 0.2], [0.0, 0.0, 0.0], [0.3, 0.1, 0.3], [0.0, 0.0, 0.0], [0.3, 0.2, 0.1], [-0.5, -0.1, -0.3], [1.4, 0.0, -0.9], [-0.5, -0.4, 0.7], [-0.1, 0.2, 0.0], [-0.3, 0.3, -0.3], [-0.3, 0.1, 0.5], [-0.3, -0.2, 0.3], [-0.2, 0.1, -0.3], [0.2, -0.1, 0.1], [0.1, 0.1, -0.2], [0.3, -0.2, 0.1], [0.0, -0.5, 0.0], [0.0, 0.1, 0.4], [1.3, 0.5, 0.1], [-1.3, -0.5, -0.5], [0.6, -0.3, 0.8], [0.4, 0.1, 0.1], [-0.1, 0.1, -0.1], [-0.8, -0.1, -0.3], [0.2, 0.1, -0.2], [-0.2, 0.4, -0.6], [-0.1, 0.0, -0.1], [0.0, -0.1, 0.0], [-0.5, -0.1, 1.2], [-0.2, 0.8, -0.7], [0.3, -0.4, -0.2], [-0.2, -0.1, 0.5], [-0.1, 0.1, -0.5], [0.5, -0.1, -0.7], [0.1, -0.1, 0.4], [-0.2, 0.0, -0.1], [0.2, -0.1, 0.0], [0.1, 0.0, 0.0], [0.1, 0.7, 0.3], [-0.4, -0.1, -0.3], [0.0, -0.1, -0.2], [0.5, -0.3, 0.4], [-0.7, 0.6, -0.3], [0.9, -1.4, -0.4], [0.1, 0.1, 0.1], [-0.1, 0.1, 0.3], [-0.1, 0.2, -0.2], [0.1, 0.1, 0.0], [-0.4, 0.2, 0.3]],
  "gap_ev": 8.93,
  "charge": -1,
  "e_homo_ev": -7.78,
  "largest_force_ev_per_a": 1.72
}

---

3.
{
  "formula": "CH6N4O2",
  "method": "wB97M-V/def2-TZVPD",
  "species": ["C", "N", "N", "N", "N", "O", "O", "H", "H", "H", "H", "H", "H"],
  "xyz": [[0.345, -0.011, -1.163], [-1.630, 0.708, -0.259], [1.271, 0.433, -0.306], [-1.021, -0.525, -0.450], [1.575, -0.477, 0.746], [-0.832, -1.246, 0.603], [-1.218, 1.172, 0.920], [0.297, 0.592, -2.021], [1.569, 1.396, -0.487], [-1.417, -1.107, -1.217], [1.242, -0.157, 1.659], [1.151, -1.316, 0.328], [-1.332, 0.540, 1.648]],
  "atomic_forces_ev_per_a": [[1.2, 0.4, 2.0], [-0.5, 0.0, -1.3], [-2.0, -0.5, -0.8], [0.3, -1.2, -1.1], [1.9, 1.0, -1.0], [-0.3, -1.0, 0.9], [0.3, 1.5, 0.6], [-0.9, 0.6, -1.2], [0.8, -0.7, 1.2], [-0.5, 1.1, 0.5], [-0.5, -0.4, -0.8], [0.1, 0.2, 1.5], [0.0, -0.9, -0.4]],
  "gap_ev": [8.54, 7.60],
  "e_homo_ev": [-8.65, -7.68],
  "largest_force_ev_per_a": 2.38,
  "de_lowest_kcal_mol": 185.4
}

---

4.
{
  "formula": "C7H11ClN3",
  "method": "wB97M-V/def2-TZVPD",
  "species": ["C", "C", "C", "C", "C", "C", "C", "N", "N", "N", "Cl", "H", "H", "H", "H", "H", "H", "H", "H", "H", "H", "H"],
  "xyz": [[1.087, -1.893, 0.332], [0.119, 1.786, -0.040], [-0.418, -1.631, -0.016], [-0.644, -0.369, -0.714], [1.915, 0.640, -1.171], [2.851, -0.369, -0.642], [-1.897, 0.922, 0.909], [2.195, -1.416, 0.062], [-0.787, 0.798, -0.030], [1.408, 1.589, -0.356], [3.992, 0.391, 0.548], [1.131, -2.766, 0.981], [-0.160, 2.732, 0.401], [-0.701, -2.494, -0.620], [-0.937, -1.692, 0.941], [-0.307, -0.302, -1.734], [1.401, 0.415, -2.090], [3.462, -0.838, -1.419], [-2.215, 1.961, 0.960], [-2.733, 0.320, 0.560], [-1.613, 0.600, 1.911], [2.104, 2.060, 0.230]],
  "atomic_forces_ev_per_a": [[-0.4, -0.3, 0.2], [-0.3, 0.3, 0.0], [-0.3, 0.1, -0.1], [1.7, 0.3, -0.6], [-1.6, -0.8, 0.1], [0.5, 0.3, 0.1], [-0.5, 0.0, 0.7], [0.7, -0.4, 0.2], [0.3, 0.0, -0.3], [0.5, 0.1, 0.1], [-0.2, 0.0, -0.4], [-0.1, -0.1, 0.1], [0.0, 0.0, 0.0], [-0.1, 0.0, 0.0], [0.0, -0.1, 0.0], [-0.2, 0.1, 0.0], [0.1, 0.2, -0.1], [-0.1, 0.2, 0.1], [0.0, 0.0, 0.0], [0.1, 0.1, 0.0], [0.1, 0.0, 0.0], [-0.3, 0.1, 0.0]],
  "gap_ev": [7.69, 7.59],
  "charge": 1,
  "e_homo_ev": [-12.35, -12.24],
  "largest_force_ev_per_a": 1.82,
  "de_lowest_kcal_mol": 54.3
}